{"formula": "C6H12N", "method": "ωB97M-V/def2-TZVPD", "symbols": ["C", "C", "C", "C", "C", "C", "N", "H", "H", "H", "H", "H", "H", "H", "H", "H", "H", "H", "H"], "positions_angstrom": [[2.31226, 2.01223, 0.18810], [1.16459, 1.94518, -0.36605], [-0.41044, -0.72216, -0.92348], [-0.25569, 0.11286, 0.26008], [-1.51073, -1.72275, -1.15533], [-0.92950, 0.43594, 1.44745], [0.60481, -1.13998, 0.07128], [2.97645, 2.84284, 0.19096], [2.43387, 1.17133, 0.84051], [0.58513, 2.64241, -1.07973], [-0.04932, -0.39557, -1.88479], [-1.98670, -2.25160, -0.20394], [-1.12570, -2.42552, -1.90629], [-2.35120, -1.11790, -1.53560], [-1.64260, 1.20881, 1.18949], [-0.15535, 0.94224, 2.21588], [-1.44067, -0.44327, 2.08868], [0.18700, -1.88859, 0.62983], [1.59379, -1.20650, -0.06703]], "nbo_charge": [-0.4822, -0.0451, -0.0818, 0.1983, -0.6503, -0.7232, -0.5769, 0.2644, 0.2182, 0.2330, 0.2522, 0.2329, 0.2486, 0.2556, 0.2756, 0.2665, 0.2474, 0.4223, 0.4447], "total_charge": 1, "fmax_ev_per_a": 6.130, "spin_multiplicity": 1, "de_lowest_kcal_mol": 128.7}


{"formula": "C62H38ClF24GeN4OP2S2Y", "method": "ωB97M-V/def2-TZVPD", "symbols": ["Y", "Cl", "C", "C", "C", "C", "C", "C", "P", "C", "C", "C", "C", "C", "C", "C", "C", "C", "C", "C", "C", "H", "H", "H", "H", "H", "H", "H", "H", "H", "H", "H", "H", "H", "H", "N", "C", "O", "C", "C", "H", "H", "H", "H", "H", "H", "S", "C", "N", "F", "C", "F", "F", "C", "C", "C", "C", "C", "C", "P", "C", "C", "C", "C", "C", "C", "C", "F", "F", "F", "C", "C", "C", "C", "C", "C", "C", "F", "F", "F", "H", "H", "H", "H", "H", "H", "H", "H", "H", "H", "H", "H", "N", "N", "H", "H", "H", "H", "C", "H", "H", "F", "C", "C", "C", "F", "C", "F", "C", "F", "C", "F", "Ge", "S", "C", "C", "F", "C", "F", "C", "F", "C", "F", "C", "F", "C", "C", "F", "C", "F", "C", "F", "C", "F", "C", "F"], "positions_angstrom": [[1.24411, 0.74386, 0.59378], [2.27802, 3.50464, 1.80226], [1.13225, 4.78175, 2.03535], [1.52995, 5.96573, 2.63319], [0.60769, 6.98637, 2.79707], [-0.69153, 6.81919, 2.34373], [-1.07250, 5.62683, 1.74832], [-0.17529, 4.57041, 1.60867], [-0.66082, 2.92413, 0.90828], [-0.58230, 3.93181, -0.90124], [0.65197, 3.79740, -1.53614], [0.96358, 4.46391, -2.71473], [0.01900, 5.28063, -3.31710], [-1.22473, 5.42926, -2.71519], [-1.50595, 4.78432, -1.51721], [-2.50293, 2.94915, 0.85899], [-3.30563, 3.32192, 1.93445], [-4.68847, 3.25994, 1.84193], [-5.29517, 2.83056, 0.67044], [-4.50927, 2.45325, -0.40776], [-3.12581, 2.51177, -0.30959], [2.54888, 6.07977, 2.97847], [0.90524, 7.91357, 3.27014], [-1.41129, 7.62189, 2.45043], [-2.08093, 5.50944, 1.37875], [1.39659, 3.13662, -1.08874], [1.94139, 4.34260, -3.17001], [0.24550, 5.79743, -4.24265], [-1.97962, 6.05641, -3.17952], [-2.48158, 4.94207, -1.06780], [-2.84687, 3.66184, 2.85345], [-5.29646, 3.54528, 2.69178], [-6.37543, 2.78981, 0.60501], [-4.96848, 2.10041, -1.32409], [-2.49987, 2.22398, -1.14560], [5.30486, -1.15084, 1.55143], [4.26721, -0.32665, 1.30228], [3.12279, -0.65012, 1.60709], [4.57110, 0.99560, 0.63913], [3.43437, 1.34100, -0.34373], [5.11217, -2.04503, 1.97637], [6.23828, -0.92325, 1.26971], [5.55623, 0.95174, 0.15398], [4.62685, 1.74365, 1.43853], [3.59766, 0.68972, -1.21197], [3.61787, 2.36023, -0.71094], [1.74166, -4.03783, -0.47359], [1.37934, -2.48450, -0.52546], [1.10743, -1.34381, -0.67761], [-1.87429, 1.79622, -8.75089], [-0.83001, 2.43469, -8.16521], [0.20381, 2.31065, -9.03254], [-1.15309, 3.74311, -8.14351], [-0.51193, 1.87535, -6.81746], [-0.76146, 2.59494, -5.66200], [-0.46546, 2.03060, -4.42732], [0.07884, 0.75642, -4.33657], [0.30168, 0.03787, -5.51459], [0.01615, 0.58706, -6.74780], [0.49537, -0.01603, -2.65211], [-0.82679, -1.26578, -2.94373], [-2.10332, -0.70728, -3.01547], [-3.21870, -1.49865, -3.19899], [-3.07088, -2.87578, -3.28462], [-1.81109, -3.44832, -3.20100], [-0.69324, -2.64516, -3.04150], [-4.27057, -3.73316, -3.52691], [-4.11736, -5.00030, -3.10325], [-5.38603, -3.25207, -2.94111], [-4.56455, -3.81855, -4.85559], [2.16570, -0.51937, -3.26879], [2.78346, -1.76217, -3.21549], [4.13134, -1.89898, -3.51349], [4.87344, -0.79188, -3.89020], [4.26754, 0.45613, -3.98458], [2.92999, 0.58353, -3.67206], [6.34349, -0.90504, -4.12920], [6.75371, -0.18320, -5.19891], [6.75306, -2.17094, -4.34573], [7.06794, -0.44805, -3.07828], [-1.17887, 3.59120, -5.72274], [-0.64721, 2.59827, -3.52205], [0.70659, -0.96554, -5.45723], [0.19668, 0.03337, -7.66068], [-2.21436, 0.36524, -2.91662], [-4.20455, -1.05597, -3.24544], [-1.70570, -4.52452, -3.23652], [0.27662, -3.11424, -2.97624], [2.23887, -2.64042, -2.90869], [4.60813, -2.86610, -3.42823], [4.85447, 1.32000, -4.26813], [2.46193, 1.56059, -3.71261], [-2.75661, -0.56098, 0.01613], [-1.46550, -0.40096, 0.61316], [-3.22027, 0.33391, 0.04159], [-3.31186, -1.21412, 0.56114], [-1.02432, -1.31131, 0.53880], [-1.54992, -0.20827, 1.61138], [-0.68491, 2.16792, 2.82634], [-0.58996, 2.94692, 3.59076], [-1.63315, 1.65052, 3.00494], [-1.16702, -5.85367, 2.87244], [0.16981, -5.68285, 2.84659], [0.72453, -4.42377, 2.96729], [2.10010, -4.36844, 2.82475], [2.69858, -3.16836, 2.85159], [2.89967, -5.48152, 2.66737], [4.23844, -5.37481, 2.56809], [2.30654, -6.72795, 2.60234], [3.05603, -7.83237, 2.45331], [0.93194, -6.82876, 2.68206], [0.35278, -8.04135, 2.60377], [-0.22525, -2.56266, 3.12265], [0.63431, 0.94033, 3.13368], [0.38526, -2.18164, 5.08477], [-0.45639, -1.26514, 5.70257], [-1.47276, -0.73793, 4.99466], [-0.34749, -0.89046, 7.02723], [-1.19998, -0.01567, 7.58551], [0.66332, -1.43909, 7.79380], [0.79783, -1.09920, 9.08588], [1.52828, -2.34963, 7.22287], [2.50805, -2.88848, 7.97170], [1.38280, -2.69947, 5.88932], [2.25712, -3.60763, 5.42520], [-1.94170, -3.43826, 4.05442], [-1.97874, -4.27443, 5.15731], [-0.83934, -4.77015, 5.67575], [-3.15237, -4.66682, 5.77803], [-3.13262, -5.45501, 6.86678], [-4.36611, -4.24202, 5.27000], [-5.51290, -4.61507, 5.85848], [-4.38330, -3.42604, 4.15601], [-5.55971, -3.02724, 3.64132], [-3.18064, -3.03873, 3.59168], [-3.24297, -2.21490, 2.51832]], "mulliken_charge": [0.5123, -0.0943, 0.3315, -0.5156, -0.6524, -0.9444, -0.6051, 0.3345, 2.1189, 0.6440, -0.5760, -0.4947, -0.4998, -0.9374, -0.2502, 1.0535, -0.4271, -0.8245, -0.8739, -0.0181, -2.3702, 0.4784, 0.3437, 0.4066, 0.3104, 0.1059, 0.3925, 0.3888, 0.3941, 0.2092, 0.4569, 0.4090, 0.3761, 0.4421, 0.6871, -0.3275, 0.4514, -0.2401, -0.8941, -0.8633, 0.2118, 0.1943, 0.4235, 0.1904, 0.3491, 0.4687, -0.3763, -0.2542, 0.1429, -0.2743, 0.7537, -0.2803, -0.2979, 0.2841, -0.7694, 0.0089, -0.8423, -0.6625, -1.1533, 2.3269, 0.8857, -0.3012, -0.9807, 0.3215, -1.3702, -0.1507, 0.8372, -0.2837, -0.2798, -0.2791, 1.1327, -0.6815, -1.3889, 0.2523, -0.8046, -0.5534, 0.7853, -0.2905, -0.2961, -0.2612, 0.6249, 0.6153, 0.3896, 0.3902, 0.0213, 0.4283, 0.4660, 0.4439, 0.3559, 0.4713, 0.4043, 0.1022, -0.4809, 0.3445, 0.0101, 0.2919, -0.0879, 0.0606, -1.2055, 0.5751, 0.5164, -0.3512, 0.2816, -0.3640, -0.0030, -0.3401, 0.3168, -0.3769, 0.5855, -0.3611, 0.1335, -0.3476, 0.5962, -0.2302, -0.5875, 0.2139, -0.3672, 0.0207, -0.3427, 0.7832, -0.3483, 0.0790, -0.3466, 0.7952, -0.2951, -1.0840, 0.7230, -0.4015, 0.2003, -0.3442, 0.7396, -0.3430, -0.2046, -0.3377, 0.1366, -0.1411], "total_charge": -2, "fmax_ev_per_a": 1.575, "spin_multiplicity": 1}


{"formula": "C4H12N2O2", "method": "ωB97M-V/def2-TZVPD", "symbols": ["N", "C", "C", "N", "C", "C", "O", "H", "H", "H", "H", "H", "H", "H", "H", "H", "H", "O", "H", "H"], "positions_angstrom": [[-1.14759, -1.43041, -1.66870], [-0.08562, -1.87192, -0.79106], [0.85384, -0.66952, -0.45049], [1.17576, -0.58308, 0.96703], [1.50024, 0.70508, 1.49052], [0.31120, 1.30436, 2.27882], [-0.64082, 0.61255, 2.54544], [-1.84571, -2.10842, -1.93364], [-1.70340, -0.69773, -1.23119], [0.51876, -2.59275, -1.33164], [-0.35270, -2.41051, 0.12648], [0.25280, 0.21755, -0.69564], [1.73807, -0.87435, -1.05248], [0.39705, -0.98806, 1.45913], [2.44465, 0.76453, 2.03436], [1.77627, 1.37755, 0.65673], [0.24546, 2.38002, 2.47805], [-1.54213, 1.75823, -3.16679], [-1.57374, 0.99820, -2.56806], [-0.70434, 1.60068, -3.64392]], "nbo_charge": [-0.8435, -0.2183, -0.2142, -0.6377, -0.3301, 0.4234, -0.5322, 0.3693, 0.3432, 0.1879, 0.1655, 0.1610, 0.1966, 0.3775, 0.2165, 0.2114, 0.1250, -0.9387, 0.4686, 0.4688], "smiles": "NCCNCC=O.O", "fmax_ev_per_a": 1.323, "spin_multiplicity": 1, "de_lowest_kcal_mol": 62.6}


E_tot
In order: -290.11683 -9131.14626 -419.54873
Unit: Ha
Lowest unoccupied orbital energy
In order: -4.2 3.6 0.9
Unit: eV
Kohn-Sham gap
In order: 9.168 5.905 9.856
Unit: eV